Record 1
# C9H16Br6O5S

A structure of composition C9H16Br6O5S (the ωB97M-V functional and the def2-TZVPD basis, OMol25).

Electronic energy   -16570.119630 hartree
Maximum force   19.94 eV Å⁻¹
HOMO level   -0.307 Ha
LUMO level   -1.02 eV
Frontier orbital gap   7.33 eV

```
! RIJCOSX wB97M-V def2-TZVPD def2/J DEFGRID3
* xyz 0 1
O 9.4992 4.5779 5.9183
C 10.6371 4.7356 6.2245
O 11.4072 3.7353 6.7328
C 12.7928 4.1503 6.8159
C 12.8495 5.5884 6.2509
C 11.3737 6.0113 6.1746
H 13.5040 3.5442 6.2548
H 13.1423 4.0732 7.8455
H 13.3126 5.6188 5.2646
H 13.4058 6.2850 6.8782
H 11.0168 6.5497 5.2967
H 11.1543 6.5049 7.1213
O 6.7161 3.6343 3.3287
S 8.0514 4.1676 3.1155
O 8.4959 4.4513 1.7938
O 8.2702 5.5723 4.0222
C 7.9203 5.5426 5.4273
C 8.5570 6.6868 6.1165
C 9.3234 3.0858 3.9023
H 8.2056 4.5907 5.8752
H 6.8351 5.5158 5.5254
H 8.0893 7.6048 5.7606
H 9.6453 6.7459 6.1046
H 8.4044 6.8250 7.1868
H 10.1784 3.7124 4.1561
H 9.5496 2.2930 3.1892
H 8.9734 2.5939 4.8099
C 15.5038 3.8557 6.0973
Br 14.3657 4.8546 4.7816
Br 15.6780 1.9286 5.5088
Br 14.7898 3.9995 7.9673
H 16.5131 4.2659 6.0652
C 11.6252 6.8164 3.4521
Br 10.8833 5.0011 3.3232
Br 13.3997 6.8349 4.3539
Br 10.2352 8.0474 4.3211
H 11.7192 7.0918 2.4016
*
```

---

Record 2
# C3H3O4Pm

A structure of composition C3H3O4Pm (the ωB97M-V functional and the def2-TZVPD basis, OMol25).

<S²>   8.78
Electronic energy   -1024.015162 hartree
Maximum force   8.44 eV Å⁻¹
HOMO level (spin up / spin down)   -0.926 / -0.897 Ha
LUMO level (spin up / spin down)   -18.45 / -17.59 eV
Frontier orbital gap (spin up / spin down)   6.76 / 6.82 eV

```
! RIJCOSX wB97M-V def2-TZVPD def2/J DEFGRID3
* xyz 3 6
C 1.5146 -1.8978 0.2613
C 0.0356 -2.1579 0.2425
O -0.7363 -1.1601 -0.3481
O 1.9950 -0.8425 -0.1121
H 2.1615 -2.7791 0.4071
H -0.1610 -3.0794 -0.3351
Pm 1.2390 1.3577 -0.2952
O -3.0199 0.1057 0.1219
O -1.0556 1.1117 0.3994
C -1.8074 0.1708 0.2718
H -0.3038 -2.3610 1.2787
*
```

---

Record 3
# C42H48CaN8O3Si2Te

A structure of composition C42H48CaN8O3Si2Te (the ωB97M-V functional and the def2-TZVPD basis, OMol25).

Electronic energy   -3817.908604 hartree
Maximum force   0.95 eV Å⁻¹
HOMO level   -0.031 Ha
LUMO level   3.71 eV
Frontier orbital gap   4.54 eV

```
! RIJCOSX wB97M-V def2-TZVPD def2/J DEFGRID3
* xyz -2 1
Ca -0.2143 0.3007 1.1736
C -0.8690 4.1632 0.8689
Si -2.0481 3.3785 2.0951
C -1.7963 4.4259 3.6574
C -3.7539 3.8595 1.4097
N -1.7954 1.7164 2.2860
C -2.5778 0.9769 3.1896
C -3.6089 1.5507 3.9559
C -4.4071 0.8492 4.8675
C -4.1839 -0.5002 5.0424
C -3.1717 -1.1132 4.2984
C -2.3497 -0.4417 3.3707
N -1.3664 -1.0856 2.6390
Si -0.9334 -2.7059 2.7895
C -0.3793 -3.2812 4.5028
C -2.2922 -3.9386 2.2782
C 0.5152 -3.0436 1.6495
H -1.0721 5.2395 0.8185
H -0.9927 3.7526 -0.1387
H 0.1760 4.0308 1.1639
H -1.7511 5.4939 3.4087
H -0.8468 4.1460 4.1301
H -2.5845 4.2829 4.4026
H -3.7782 4.9173 1.1172
H -4.5650 3.6845 2.1234
H -3.9677 3.2566 0.5179
H -3.8005 2.6109 3.8354
H -5.1847 1.3658 5.4216
H -4.7779 -1.0807 5.7420
H -3.0006 -2.1771 4.4392
H -1.1946 -3.2589 5.2337
H 0.4093 -2.6084 4.8611
H 0.0219 -4.3017 4.4670
H -3.1767 -3.8533 2.9200
H -1.9354 -4.9753 2.3248
H -2.6081 -3.7385 1.2449
H 1.3599 -2.3892 1.8948
H 0.2575 -2.8673 0.5983
H 0.8582 -4.0813 1.7385
C 3.3015 -2.2520 -4.0572
O 3.0215 -1.4357 -5.1966
C 3.0867 -0.0936 -4.9963
C 2.6606 0.7255 -6.0366
C 2.6590 2.1043 -5.8795
C 3.0544 2.6908 -4.6837
C 3.5381 1.8561 -3.6773
C 3.5517 0.4815 -3.8192
N 3.0619 4.1385 -4.6087
N 2.8755 4.7229 -3.5199
C 2.3246 4.0337 -2.4074
C 2.9673 4.2084 -1.1985
C 2.7224 3.3885 -0.1003
C 1.7241 2.4080 -0.1369
O 1.4925 1.5980 0.8166
C 0.9118 2.3402 -1.3471
N -0.1329 1.4721 -1.3182
C -0.9175 1.4062 -2.3630
C -0.7476 2.2109 -3.5021
C 0.3060 3.0755 -3.5467
C 1.2044 3.1469 -2.4593
H 3.1075 -3.2768 -4.3630
H 2.6642 -1.9932 -3.2081
H 4.3448 -2.1637 -3.7470
H 2.3152 0.2670 -6.9558
H 2.3109 2.7456 -6.6823
H 3.8999 2.2689 -2.7465
H 3.8832 -0.1136 -2.9784
H 3.7787 4.9299 -1.1684
H 3.3219 3.4763 0.7969
H -1.7332 0.6924 -2.3079
H -1.4526 2.1472 -4.3225
H 0.4332 3.7296 -4.3984
Te 2.7781 -0.7277 -0.7536
C 3.5663 -2.6468 -1.2093
C 4.9378 -2.9241 -1.0922
C 5.4553 -4.1897 -1.3495
C 4.6175 -5.2303 -1.7401
C 3.2572 -4.9755 -1.8788
C 2.7447 -3.7077 -1.6210
H 5.6040 -2.1238 -0.7864
H 6.5201 -4.3662 -1.2392
H 5.0145 -6.2227 -1.9187
H 2.5886 -5.7721 -2.1896
H 1.6800 -3.5307 -1.7319
N 2.7080 0.6957 5.2526
C 2.4008 0.5340 3.9037
N 3.2052 1.2038 3.0294
O 1.4716 -0.1709 3.5582
H 3.6578 0.9234 5.4921
H 2.2629 0.0121 5.8400
H 3.7590 1.9636 3.3801
H 2.8138 1.3075 2.0985
N -1.6435 -1.0440 -0.3385
C -2.6376 -1.3869 -0.7852
C -3.9299 -1.8043 -1.2822
C -4.8631 -2.3265 -0.3995
C -6.0952 -2.7453 -0.8802
C -6.3909 -2.6376 -2.2302
C -5.4564 -2.1060 -3.1067
C -4.2212 -1.6881 -2.6339
H -4.6166 -2.3938 0.6539
H -6.8252 -3.1561 -0.1953
H -7.3532 -2.9671 -2.6011
H -5.6864 -2.0174 -4.1606
H -3.4776 -1.2757 -3.3045
*
```

---

Record 4
# C31H34BNO2S

A cluster of 2 separate species, C31H34BNO2S in total (the ωB97M-V functional and the def2-TZVPD basis, OMol25).

Electronic energy   -1829.927863 hartree
Maximum force   4.03 eV Å⁻¹
ΔE to the lowest compared entry with this formula, charge and spin   0.0 kJ/mol
HOMO level   -0.223 Ha
LUMO level   -3.10 eV
Frontier orbital gap   2.96 eV

```
! RIJCOSX wB97M-V def2-TZVPD def2/J DEFGRID3
* xyz 0 1
C -6.5504 3.8249 3.7841
C -5.4783 2.8065 3.8682
C -5.2036 1.9586 4.9127
C -4.0971 1.0630 4.6562
C -3.5549 1.2402 3.4101
B -2.2621 0.4957 2.7277
C -2.8762 -0.8235 1.9178
C -2.9940 -2.0320 2.5786
C -3.4272 -3.1726 1.8855
C -3.7536 -3.0729 0.5292
C -3.6723 -1.8374 -0.1210
C -3.2353 -0.7074 0.5873
O -1.6604 1.4436 1.8300
C -0.4981 1.8685 2.5116
C 0.5556 2.2394 1.4707
C -0.8314 3.0724 3.3801
C -0.1345 0.5711 3.4108
C 0.5594 -0.5016 2.5744
C 0.6746 0.8674 4.6671
O -1.4023 0.0835 3.7950
S -4.3499 2.5287 2.5605
H -7.1169 3.8251 4.7213
H -6.1170 4.8236 3.6299
H -7.2404 3.6052 2.9571
H -5.7684 1.9784 5.8408
H -3.7716 0.3267 5.3778
H -2.7531 -2.0981 3.6335
H -3.5095 -4.1188 2.4109
H -4.0947 -3.9527 -0.0142
H -3.9437 -1.7359 -1.1666
H -3.1794 0.2562 0.0948
H 1.4906 2.5129 1.9718
H 0.7405 1.4086 0.7809
H 0.2096 3.1082 0.8967
H 0.0848 3.4554 3.8446
H -1.2529 3.8723 2.7613
H -1.5598 2.8146 4.1590
H 1.6175 -0.2633 2.4256
H 0.4996 -1.4693 3.0825
H 0.0897 -0.6168 1.5883
H 1.6698 1.2449 4.3976
H 0.1713 1.6130 5.2948
H 0.7982 -0.0578 5.2458
C 2.5528 -3.4185 2.4679
C 2.6103 -2.8074 1.1308
N 2.2515 -3.4731 0.0275
C 2.7402 -3.2196 -1.2825
C 3.7913 -2.4112 -1.6765
C 4.0966 -2.3837 -3.0509
C 3.3592 -3.1472 -3.9752
C 2.3288 -3.9944 -3.5531
C 2.0538 -4.0549 -2.1860
C 1.1471 -4.8624 -1.4259
C 1.3093 -4.5346 -0.0589
C 0.5617 -5.1744 0.9127
C -0.4019 -6.1138 0.4945
C -0.5932 -6.4018 -0.8709
C 0.1878 -5.7802 -1.8458
H 3.3254 -2.8976 3.0418
H 1.6138 -3.3011 3.0159
H 2.8289 -4.4778 2.4708
H 3.3338 -2.0122 0.9479
H 4.3454 -1.8258 -0.9475
H 4.9071 -1.7609 -3.4192
H 3.6016 -3.0988 -5.0388
H 1.7381 -4.6155 -4.2299
H 0.7204 -4.9454 1.9616
H -1.0165 -6.6237 1.2349
H -1.3520 -7.1309 -1.1690
H 0.0777 -5.9722 -2.9162
*
```

---

Record 5
# C5H8O

The molecule C5H8O (the ωB97M-V functional and the def2-TZVPD basis, OMol25).

Electronic energy   -270.471702 hartree
Maximum force   1.03 eV Å⁻¹
ΔE to the lowest compared entry with this formula, charge and spin   226.3 kJ/mol
HOMO level   -0.366 Ha
LUMO level   1.00 eV
Frontier orbital gap   10.98 eV
SMILES string   C#CC[C@@H](C)O

```
! RIJCOSX wB97M-V def2-TZVPD def2/J DEFGRID3
* xyz 0 1
C 2.6719 -0.0886 0.3360
C 1.6898 0.5722 0.0992
C 0.3030 1.0309 0.0975
C -0.4995 -0.3044 0.1632
C -1.9109 -0.2149 -0.3851
O 0.1764 -1.2731 -0.6081
H 3.5928 -0.4565 0.7101
H 0.0192 1.6289 -0.7763
H 0.1896 1.6632 0.9888
H -0.5311 -0.6194 1.2198
H -1.8963 0.1459 -1.4191
H -2.3522 -1.2164 -0.3840
H -2.5415 0.4465 0.2176
H 1.0889 -1.3142 -0.2596
*
```

---

Record 6
# C50H35FeN5

A structure of composition C50H35FeN5 (the ωB97M-V functional and the def2-TZVPD basis, OMol25).

<S²>   8.88
Electronic energy   -3463.652332 hartree
Maximum force   0.70 eV Å⁻¹
HOMO level (spin up / spin down)   -0.305 / -0.372 Ha
LUMO level (spin up / spin down)   -3.86 / -5.07 eV
Frontier orbital gap (spin up / spin down)   4.43 / 5.05 eV

```
! RIJCOSX wB97M-V def2-TZVPD def2/J DEFGRID3
* xyz 1 6
Fe 0.1312 -0.1261 0.0622
C -6.5662 1.5189 2.9607
C -5.6633 0.5530 3.3807
C -4.5646 0.2444 2.5992
C -4.3399 0.8996 1.3784
C -5.2784 1.8464 0.9565
C -6.3722 2.1575 1.7441
C -3.0963 0.5988 0.6541
C -2.3192 1.5766 0.0478
C -2.6197 2.9451 -0.1914
C -1.6444 3.4340 -1.0195
C -0.7114 2.3871 -1.2363
N -1.1038 1.2830 -0.5756
C 0.5789 2.4955 -1.9058
C 1.6958 2.0936 -1.0937
C 2.9075 2.7966 -0.9118
C 3.5148 2.2771 0.2141
C 2.7055 1.2250 0.6670
C 2.9269 0.3714 1.7667
C 3.6374 0.8971 2.9562
C 2.8280 1.1245 4.0753
C 3.3403 1.7521 5.1973
C 4.6764 2.1273 5.2311
C 5.4926 1.8689 4.1406
C 4.9758 1.2676 3.0029
C 2.3294 -0.8812 1.8642
N 1.2741 -1.3200 1.0884
C 0.9885 -2.5878 1.4814
C -0.2173 -3.2726 1.1611
C -0.2958 -4.7062 1.4866
C 0.7417 -5.5628 1.1006
C 0.6937 -6.9134 1.3983
C -0.3925 -7.4390 2.0834
C -1.4131 -6.5984 2.5027
C -1.3589 -5.2436 2.2216
C -1.3560 -2.5440 0.7633
C -2.6933 -3.0074 0.6229
C -3.5104 -1.9003 0.6112
C -2.6734 -0.7656 0.6461
N -1.3652 -1.1640 0.6771
C 1.9369 -3.0042 2.4625
C 2.7373 -1.9279 2.7306
N 1.5948 1.1201 -0.1516
C 0.7548 3.1277 -3.1770
C -0.2991 3.7871 -3.8468
C -0.0888 4.4216 -5.0530
C 1.1684 4.4160 -5.6475
C 2.2006 3.7046 -5.0462
C 1.9968 3.0561 -3.8463
H -7.4248 1.7642 3.5712
H -5.8075 0.0489 4.3269
H -3.8527 -0.4893 2.9500
H -5.1783 2.2997 -0.0196
H -7.0791 2.9040 1.4070
H -3.4483 3.5021 0.2086
H -1.5512 4.4431 -1.3840
H 3.2514 3.6169 -1.5181
H 4.4449 2.5924 0.6574
H 1.7854 0.8340 4.0409
H 2.6941 1.9512 6.0418
H 5.0780 2.6184 6.1072
H 6.5395 2.1396 4.1749
H 5.6203 1.0634 2.1567
H 1.5827 -5.1645 0.5464
H 1.5069 -7.5601 1.0965
H -0.4342 -8.4957 2.3111
H -2.2488 -6.9930 3.0654
H -2.1143 -4.5830 2.6220
H -2.9957 -4.0348 0.5209
H -4.5869 -1.8916 0.5617
H 1.9622 -3.9679 2.9415
H 3.5586 -1.8718 3.4267
H -1.2873 3.7862 -3.4100
H -0.9125 4.9323 -5.5353
H 1.3347 4.9373 -6.5805
H 3.1714 3.6550 -5.5223
H 2.7880 2.4505 -3.4277
N 0.2126 -1.4381 -1.9154
C 0.3602 -0.8799 -3.2291
C 1.4992 -1.1353 -3.9805
C 1.5960 -0.6491 -5.2755
C 0.5668 0.1017 -5.8215
C -0.5611 0.3728 -5.0606
C -0.6681 -0.1182 -3.7702
H -0.6963 -1.8855 -1.8442
H 0.9232 -2.1414 -1.7480
H 2.2999 -1.7373 -3.5647
H 2.4703 -0.8870 -5.8670
H 0.6371 0.4632 -6.8384
H -1.3660 0.9616 -5.4781
H -1.5556 0.0748 -3.1782
*
```

---

Record 7
# C5H15N3O

A cluster of 2 separate species, C5H15N3O in total (the ωB97M-V functional and the def2-TZVPD basis, OMol25).

Electronic energy   -439.015820 hartree
Maximum force   3.38 eV Å⁻¹
ΔE to the lowest compared entry with this formula, charge and spin   50.2 kJ/mol
HOMO level   -0.334 Ha
LUMO level   0.97 eV
Frontier orbital gap   10.06 eV
SMILES string   CN(C)C(N)=O.CCN

```
! RIJCOSX wB97M-V def2-TZVPD def2/J DEFGRID3
* xyz 0 1
C 1.4526 -1.6047 -1.2250
N 1.3338 -1.1887 0.1543
C 2.4040 -0.3778 0.6880
C 0.1694 -1.3835 0.8203
N 0.0793 -0.7738 2.0567
O -0.8256 -1.8954 0.2707
H 0.5770 -2.1963 -1.4813
H 2.3454 -2.2189 -1.3583
H 1.5050 -0.7340 -1.8856
H 2.4855 -0.5347 1.7621
H 2.2417 0.6873 0.4892
H 3.3394 -0.6826 0.2200
H -0.8124 -0.9732 2.4886
H 0.2638 0.2259 2.0384
C -2.3003 1.3594 -1.3545
C -1.0936 1.0092 -0.4838
N -1.0704 1.6864 0.8161
H -3.2224 1.0277 -0.8748
H -2.2188 0.8681 -2.3229
H -2.3755 2.4365 -1.5306
H -0.1798 1.3115 -1.0068
H -1.0956 -0.1850 -0.3059
H -1.9118 1.4391 1.3293
H -1.0908 2.6977 0.6959
*
```

---

Record 8
# C5H10O2

A cluster of 2 separate species, C5H10O2 in total (the ωB97M-V functional and the def2-TZVPD basis, OMol25).

Electronic energy   -346.875616 hartree
Maximum force   1.74 eV Å⁻¹
ΔE to the lowest compared entry with this formula, charge and spin   393.3 kJ/mol
HOMO level   -0.330 Ha
LUMO level   0.90 eV
Frontier orbital gap   9.89 eV
SMILES string   C1OC[C@H]2C[C@@H]12.O

```
! RIJCOSX wB97M-V def2-TZVPD def2/J DEFGRID3
* xyz 0 1
C -1.1845 0.9645 -0.2387
O -1.2959 -0.0327 -1.2349
C -1.1521 -1.2819 -0.5780
C -0.1128 -1.0780 0.4830
C 1.1616 -0.5906 0.0166
C -0.1423 0.3977 0.7422
H -0.9481 1.9119 -0.7409
H -2.1641 1.1123 0.2669
H -0.8544 -2.0108 -1.3311
H -2.0772 -1.5817 -0.0771
H -0.0769 -1.6967 1.3657
H 1.3284 -0.4661 -1.0635
H 2.1002 -0.8654 0.5182
H -0.2956 0.7030 1.7921
O 2.2335 1.4724 0.2522
H 2.1994 1.7593 -0.6661
H 1.2806 1.2826 0.4936
*
```